14
Properties=species:S:1:pos:R:3:forces:R:3:lowdin_charge:R:1 method="wB97M-V/def2-TZVPD" energy_ev=-7360.375 charge=0 lumo_ha=0.0364 homo_lumo_gap_ev=10.23 smiles="C=C=O.C=CC"
C -1.41221 -1.86666 0.55609 0.02 0.03 -0.09 0.005
C -1.12181 -1.50989 -0.67434 0.15 0.14 -0.71 -0.291
O -0.86277 -1.22446 -1.77700 -0.27 -0.28 0.99 0.149
H -1.37808 -1.12694 1.34325 0.00 -0.08 -0.14 0.050
H -1.68105 -2.89453 0.75910 0.02 0.10 -0.08 0.059
C -0.51055 1.55644 0.22704 0.15 -0.07 0.04 -0.029
C 0.59419 0.87038 0.51285 -0.19 0.11 -0.02 -0.261
C 1.69367 0.57092 -0.47054 0.03 0.03 -0.03 -0.106
H -1.28690 1.72822 0.96915 0.15 -0.03 -0.10 0.055
H -0.68275 1.96502 -0.76761 0.05 -0.04 0.15 0.067
H 0.71595 0.46754 1.51933 -0.02 0.06 -0.15 0.093
H 1.46377 -0.33198 -1.04846 0.06 0.09 0.12 0.062
H 1.81980 1.39014 -1.18489 -0.05 -0.11 0.08 0.077
H 2.64873 0.40580 0.03602 -0.12 0.05 -0.07 0.070